The following is a quantum chemistry calculation of 7 unconnected molecules or ions with the total composition C16H44ClO18S6 in a non-equilibrium geometry, from the Open Molecules 2025 dataset.

Each line ends with the Löwdin charge.
Cartesian coordinates (Å):
1 Cl 13.127768 4.946117 -27.106620  0.63
2 O 11.743172 5.255250 -27.416001  -0.39
3 O 13.388396 3.581892 -27.524622  -0.38
4 O 14.013585 5.812067 -27.855401  -0.37
5 O 13.319530 5.132786 -25.686895  -0.38
6 O 9.585804 10.268448 -27.800311  -0.27
7 S 10.514251 9.353564 -28.366713  0.55
8 O 10.146933 8.427664 -29.393694  -0.28
9 O 11.684876 10.261187 -28.944833  -0.27
10 C 12.839651 9.605602 -29.533642  -0.24
11 C 13.913282 10.664190 -29.553628  -0.07
12 C 11.291338 8.466866 -27.048383  -0.12
13 H 12.567790 9.306544 -30.540934  0.12
14 H 13.154740 8.799646 -28.877325  0.11
15 H 14.858544 10.303479 -29.962483  0.08
16 H 14.165793 10.971864 -28.534041  0.08
17 H 13.596406 11.573713 -30.061966  0.08
18 H 12.048262 7.830973 -27.506730  0.04
19 H 10.487859 8.073968 -26.440256  0.07
20 H 11.963148 9.132912 -26.499672  0.07
21 O 15.705270 -1.487634 -31.726058  -0.28
22 S 14.966052 -0.923460 -30.650675  0.54
23 O 14.914477 -1.573190 -29.377649  -0.28
24 O 15.527203 0.527782 -30.448380  -0.27
25 C 14.947144 1.331636 -29.364089  -0.24
26 C 16.019718 1.609805 -28.350894  -0.06
27 C 13.311982 -0.596535 -31.204517  -0.12
28 H 14.178372 0.701806 -28.917344  0.10
29 H 14.523991 2.233324 -29.793303  0.12
30 H 16.951341 1.833839 -28.890161  0.08
31 H 16.321428 0.712578 -27.808071  0.08
32 H 15.795962 2.465918 -27.724451  0.07
33 H 12.983174 -1.458553 -31.785741  0.07
34 H 13.339309 0.235140 -31.901017  0.08
35 H 12.684453 -0.502868 -30.324999  0.07
36 O 7.272743 0.754430 -25.194922  -0.28
37 S 8.309737 0.218839 -24.366892  0.56
38 O 9.207876 -0.761405 -24.881350  -0.28
39 O 9.120887 1.408181 -23.705075  -0.26
40 C 10.033903 2.221683 -24.468138  -0.23
41 C 11.274133 1.545531 -24.994892  -0.06
42 C 7.556122 -0.333169 -22.864406  -0.12
43 H 10.304593 3.009049 -23.763700  0.12
44 H 9.560643 2.778817 -25.281669  0.11
45 H 12.059038 1.359201 -24.263658  0.07
46 H 11.680173 2.135695 -25.820111  0.07
47 H 11.086692 0.567405 -25.438025  0.06
48 H 7.031588 0.545140 -22.495655  0.07
49 H 8.324382 -0.602849 -22.145459  0.07
50 H 6.894472 -1.157472 -23.102947  0.07
51 O 17.635666 4.294665 -20.310283  -0.28
52 S 16.470120 4.444604 -21.114371  0.55
53 O 16.493847 5.178668 -22.334747  -0.27
54 O 15.966345 2.974381 -21.412347  -0.26
55 C 15.105612 2.752181 -22.558720  -0.26
56 C 15.852925 2.390468 -23.798353  -0.07
57 C 15.161167 5.064610 -20.087371  -0.12
58 H 14.453852 3.616018 -22.697454  0.12
59 H 14.457661 1.921072 -22.276275  0.12
60 H 16.257756 1.383372 -23.775580  0.08
61 H 16.617509 3.147924 -23.988412  0.08
62 H 15.183508 2.513318 -24.652003  0.08
63 H 15.603227 5.912085 -19.567847  0.07
64 H 14.826522 4.328450 -19.366701  0.07
65 H 14.387207 5.391437 -20.778127  0.04
66 C 12.677156 9.943162 -21.661875  -0.26
67 S 13.510310 8.380197 -22.019415  0.83
68 O 12.954082 7.400252 -21.039617  -0.57
69 C 12.659475 8.035827 -23.566770  -0.26
70 H 11.817986 10.148376 -22.297694  0.05
71 H 13.330174 10.804599 -21.538258  0.04
72 H 12.284672 9.760526 -20.655929  0.05
73 H 11.629913 8.362633 -23.451193  0.05
74 H 12.806208 6.991495 -23.833988  0.04
75 H 13.172779 8.619676 -24.337069  0.05
76 C 7.202599 6.938007 -29.055398  -0.27
77 S 7.431281 6.786329 -27.284639  0.80
78 O 6.049080 6.608022 -26.752145  -0.57
79 C 8.256495 5.186994 -27.312648  -0.25
80 H 8.157954 6.920983 -29.581157  0.04
81 H 6.743008 7.908534 -29.233410  0.05
82 H 6.549789 6.136661 -29.397909  0.06
83 H 8.060168 4.628136 -26.401659  0.05
84 H 9.328661 5.365379 -27.438531  0.03
85 H 7.929071 4.587380 -28.164288  0.06

Atoms 1-3, force components in eV/Å:
Cl -0.4396 -0.1200 -0.7929
O 0.1372 0.1329 -0.0125
O 0.0951 -0.0017 0.6051

Output
Maximum force in eV/A: 1.65
Net charge: -1
Kohn-Sham gap in eV: 8.73
Energy in eV: -131686.310
LUMO level in hartree: 0.0735

=====

The following is a quantum chemistry calculation of a molecular structure, C16H44CuN4O12S2 in a non-equilibrium geometry, from the Open Molecules 2025 dataset.

Each line ends with the Löwdin charge.
Cartesian coordinates (Å):
1 Cu -1.330941 0.531925 0.049471  0.29
2 S -3.098232 -0.136458 -2.053307  0.10
3 O -2.715485 -0.727265 -3.293451  -0.42
4 O -4.517900 0.264209 -2.005256  -0.39
5 O -2.729992 -1.025055 -0.978047  -0.39
6 O -2.346752 1.063126 -1.878888  -0.39
7 S -3.943608 1.057245 1.848928  0.04
8 O -4.101035 -0.368032 1.946476  -0.42
9 O -4.588750 1.528400 0.658233  -0.38
10 O -4.436959 1.612882 3.043115  -0.42
11 O -2.505289 1.360553 1.767718  -0.42
12 C 2.308106 2.464601 -2.036829  -0.08
13 C 0.918197 2.989779 -1.672097  -0.37
14 C 0.131779 3.726155 -2.821628  -0.14
15 O 0.458503 5.116570 -2.751981  -0.21
16 C -0.612194 6.064590 -2.792305  -0.12
17 N 0.167052 1.822253 -1.276063  0.05
18 H 2.941933 3.289186 -2.363046  0.06
19 H 2.321495 1.700475 -2.814026  0.06
20 H 2.959097 1.985410 -1.305599  0.06
21 H 1.027224 3.692321 -0.845869  0.12
22 H -0.940287 3.688069 -2.628447  0.12
23 H 0.322937 3.328734 -3.818421  0.12
24 H -1.106496 6.215430 -3.752003  0.07
25 H -0.409953 7.074806 -2.436380  0.07
26 H -1.417196 5.694004 -2.157692  0.09
27 H 0.651178 0.962257 -1.490878  0.03
28 H -0.642296 1.757052 -1.876744  0.03
29 C 2.498671 -1.335698 -1.923293  -0.07
30 C 1.223088 -1.412048 -2.745231  -0.39
31 C 1.049219 -2.741585 -3.429563  -0.19
32 O 2.136732 -2.935151 -4.317781  -0.20
33 C 1.858963 -3.725832 -5.437862  -0.15
34 N 0.122464 -1.168291 -1.790254  0.07
35 H 2.801365 -2.198470 -1.329908  0.07
36 H 2.369923 -0.469826 -1.273846  0.06
37 H 3.380554 -1.175894 -2.543660  0.06
38 H 1.271768 -0.630721 -3.503682  0.14
39 H 0.066952 -2.878961 -3.881653  0.13
40 H 1.258640 -3.576468 -2.760821  0.13
41 H 2.892391 -3.832708 -5.767562  0.08
42 H 1.237034 -3.301418 -6.226011  0.08
43 H 1.459220 -4.732368 -5.314590  0.07
44 H -0.807726 -1.390849 -2.114777  0.04
45 H 0.004468 -1.915038 -1.120526  0.04
46 C 2.390030 0.188949 3.122482  -0.11
47 C 1.168896 0.918184 3.497740  -0.43
48 C 0.852266 1.980381 2.441602  -0.17
49 O 0.080274 3.056611 2.984894  -0.19
50 C -0.128319 4.129285 2.098392  -0.13
51 N 0.109516 -0.072902 3.667467  0.07
52 H 2.356727 -0.202417 2.105708  0.07
53 H 2.389276 -0.759513 3.659613  0.07
54 H 3.213971 0.893199 3.237584  0.07
55 H 1.410923 1.455471 4.414725  0.13
56 H 0.141437 1.627631 1.694354  0.09
57 H 1.717012 2.472749 1.996761  0.12
58 H 0.679455 4.740444 1.695792  0.06
59 H -0.875620 4.756007 2.585079  0.09
60 H -0.651732 3.670703 1.259438  0.08
61 H -0.331029 -0.542640 2.889417  0.03
62 H 0.501706 -0.785755 4.265906  0.04
63 C 0.661932 -2.895852 1.374455  -0.02
64 C -0.887672 -2.833113 1.776413  -0.37
65 C -1.188979 -3.232133 3.198810  -0.22
66 O -0.702159 -4.498228 3.600865  -0.18
67 C -0.861004 -4.761359 5.008924  -0.12
68 N -1.400503 -1.493243 1.418915  0.06
69 H 1.127065 -2.011628 1.810239  0.04
70 H 0.609823 -2.719328 0.300114  0.04
71 H 1.237583 -3.730950 1.773631  0.06
72 H -1.374660 -3.607893 1.184257  0.13
73 H -2.227342 -3.205741 3.529288  0.13
74 H -0.856589 -2.412692 3.836090  0.10
75 H -1.844277 -4.715695 5.477111  0.07
76 H -0.394187 -3.919239 5.519817  0.07
77 H -0.445370 -5.693353 5.391994  0.07
78 H -1.778018 -1.783445 0.528207  0.04
79 H -2.288294 -1.324394 1.869954  0.05

Atoms 1-3, force components in eV/Å:
Cu -1.0944 0.6623 0.7747
S -5.4868 1.2845 0.0557
O 1.0980 -2.2320 -3.8146

Output
Maximum force in eV/A: 5.64
Net charge: -3
Kohn-Sham gap in eV: 3.12
Energy in eV: -114138.180
LUMO level in hartree: 0.2083